66
Properties=species:S:1:pos:R:3:forces:R:3 method="wB97M-V/def2-TZVPD" homo_lumo_gap_ev=7.3 total_energy_ha=-1796.959575 lumo_energy_ev=-3.280 e_homo_ev=-10.57 total_charge=+1 fmax_ev_per_a=0.4
H -4.314 -1.344 6.010 0.292 -0.059 0.262
O -0.637 -0.057 -1.766 -0.012 0.001 0.063
H 4.499 2.043 1.968 -0.017 0.020 0.002
H 5.414 -0.500 0.312 -0.016 0.034 0.011
H -5.226 -1.741 3.033 0.034 -0.055 0.058
N -2.706 -1.589 3.256 0.140 -0.020 0.146
C 3.627 1.523 2.385 0.035 -0.071 -0.009
H -2.227 -1.017 -1.048 -0.205 -0.033 -0.071
H -2.599 0.591 -1.669 0.028 0.020 -0.043
C -2.478 -1.003 -3.155 0.179 -0.019 -0.154
C -2.026 -0.324 -1.869 -0.131 -0.069 0.217
C -1.418 0.064 3.855 -0.047 -0.117 -0.077
O 6.810 -0.539 1.871 -0.074 -0.040 -0.014
C 5.055 -0.108 3.542 -0.054 -0.054 0.066
C -4.854 -2.466 2.306 -0.026 0.043 -0.083
H -0.961 1.916 -2.375 -0.034 -0.032 -0.009
H -0.471 0.864 -6.347 -0.031 -0.009 -0.010
C -3.266 0.943 -4.424 0.028 -0.028 0.028
H 2.225 2.701 1.280 0.009 -0.004 -0.013
N 3.880 0.127 2.707 -0.018 -0.004 -0.089
H 0.672 1.506 -1.815 -0.005 -0.001 0.010
C -0.744 1.914 -6.498 -0.003 0.065 -0.052
H 2.645 -0.911 0.296 -0.055 0.003 0.040
H -5.956 -1.565 0.952 -0.112 -0.060 -0.020
H -1.452 0.053 -4.550 -0.009 -0.026 -0.034
C 2.243 -0.057 -0.262 0.151 -0.013 0.007
H 2.444 -0.216 -1.319 0.002 0.009 -0.004
H -5.321 -3.432 2.514 -0.008 0.015 -0.008
C -2.917 -1.255 4.545 0.099 -0.199 -0.091
H -4.310 0.619 -4.457 0.003 -0.011 0.003
H 0.133 0.971 -3.409 -0.044 0.035 -0.017
Cl -1.026 -0.810 1.314 0.101 0.132 -0.042
N -2.409 -0.232 -4.384 0.060 0.105 0.072
C -0.187 1.145 -2.379 0.050 0.002 -0.038
H -2.944 -2.447 1.402 0.046 -0.106 -0.009
H -3.511 -1.338 -3.010 -0.007 0.024 0.008
H -0.664 0.832 3.776 0.016 -0.009 -0.008
C -2.969 1.786 -5.645 -0.063 0.050 -0.043
H 7.159 0.081 3.753 0.019 0.006 -0.019
H 6.482 1.322 2.703 -0.051 -0.010 -0.017
H 4.921 0.434 4.484 -0.001 0.017 -0.011
O -1.679 2.372 -5.542 0.051 -0.094 0.068
H -1.870 -1.902 -3.289 -0.023 -0.013 0.008
O -5.127 -2.049 0.982 0.133 0.130 0.045
H -3.149 1.594 -3.545 -0.053 0.014 -0.007
C 6.418 0.259 2.969 0.065 0.039 0.053
H -2.997 -3.590 2.737 -0.069 0.031 0.092
N -1.709 -0.749 2.838 0.035 0.084 -0.018
N -2.140 -0.230 4.915 -0.200 0.160 0.050
H 1.615 1.105 1.764 0.006 -0.003 0.007
H 3.343 2.047 3.303 0.032 0.016 0.004
H 0.148 2.529 -6.393 0.004 -0.006 0.006
N -3.819 -1.886 5.322 -0.262 0.147 -0.156
H 3.983 -0.395 1.846 0.046 -0.007 0.012
H -3.855 -2.888 5.395 -0.063 -0.008 -0.144
H 1.160 -0.012 -0.123 0.002 -0.037 -0.040
C 2.494 1.647 1.391 -0.090 0.097 -0.004
C 6.389 -0.091 0.599 0.068 0.009 -0.011
H -1.129 2.026 -7.516 0.010 0.005 -0.004
H 6.335 1.001 0.556 -0.001 0.000 -0.011
H -3.704 2.593 -5.706 0.022 0.016 -0.029
O 2.852 1.162 0.106 0.015 -0.032 0.025
H 5.076 -1.172 3.788 0.002 0.005 0.014
H -3.045 1.184 -6.555 -0.003 -0.039 0.031
C -3.331 -2.608 2.405 0.007 -0.043 -0.001
H 7.124 -0.433 -0.128 -0.002 -0.002 0.001